[1]
This record from OMol25 describes a 3-piece molecular cluster, CH7O3 overall. The level of theory is ωB97M-V/def2-TZVPD.

Properties
**ΔE to the lowest compared entry with this formula, charge and spin**: 6.5 kcal per mole
**HOMO-LUMO gap (alpha / beta)**: 11.8 / 8.2 eV
**Multiplicity**: 2
**<S²>**: 0.75

Last column: Löwdin charge in e.
Positions of all 11 atoms, in Å:
C -0.275 1.020 -0.282  -0.19
O 0.315 -0.197 -0.379  -0.06
H 0.386 1.750 0.296  0.12
H -0.385 1.431 -1.280  0.08
H -1.300 1.193 0.303  0.16
H 1.476 -0.231 1.292  0.00
H 0.696 0.274 2.506  0.02
O 1.502 -0.169 2.255  -0.06
H -1.113 -2.222 -1.171  0.01
H -0.374 -1.090 -1.577  -0.05
O -0.927 -1.758 -1.962  -0.03



[2]
This record from OMol25 describes one molecule with the formula C15H25ClN4. The level of theory is ωB97M-V/def2-TZVPD.

Properties
**HOMO-LUMO gap**: 6.3 eV
**Structure (SMILES)**: C/C=C/CN1C=C(Cl)C(N[C@@H]2CCCCN(C)C2)=CN1
**Multiplicity**: 1

Last column: Löwdin charge in e.
Positions of all 45 atoms, in Å:
C -5.695 -3.899 -0.546  -0.11
C -4.897 -3.244 -1.600  -0.18
C -3.549 -3.384 -1.752  -0.12
C -2.611 -2.732 -2.724  -0.14
N -1.501 -1.910 -2.099  -0.13
C -0.322 -1.712 -2.868  -0.10
C 0.598 -0.849 -2.536  -0.56
Cl 2.218 -0.864 -3.309  0.63
C 0.290 0.114 -1.536  -0.33
N 1.198 1.116 -1.256  0.01
C 1.301 1.629 0.149  -0.25
C 1.935 3.099 0.149  -0.16
C 1.490 3.903 1.389  -0.18
C 1.951 3.399 2.833  -0.17
C 1.932 1.888 3.134  -0.18
N 2.892 1.224 2.187  -0.24
C 4.114 0.471 2.642  -0.07
C 2.249 0.627 0.991  -0.15
C -0.906 0.012 -0.864  -0.05
N -1.771 -1.068 -1.084  -0.03
H -6.266 -4.652 -1.078  0.07
H -4.884 -4.229 0.209  0.10
H -6.411 -3.219 0.028  0.10
H -5.370 -2.843 -2.440  0.08
H -3.178 -4.171 -1.139  0.09
H -3.366 -2.178 -3.372  0.13
H -2.130 -3.478 -3.323  0.10
H -0.190 -2.445 -3.681  0.13
H 1.953 1.107 -1.935  0.07
H 0.289 1.735 0.559  0.11
H 1.579 3.692 -0.772  0.13
H 2.932 2.979 -0.071  0.07
H 0.377 3.947 1.392  0.11
H 1.927 4.913 1.235  0.11
H 1.265 3.816 3.561  0.09
H 2.972 3.726 2.969  0.10
H 0.943 1.530 3.132  0.09
H 2.294 1.633 4.162  0.12
H 3.714 -0.081 3.496  0.06
H 4.856 1.244 2.914  0.07
H 4.524 -0.261 1.847  0.10
H 3.062 0.294 0.238  0.13
H 1.634 -0.319 1.213  0.13
H -1.122 0.762 -0.157  0.09
H -2.319 -1.325 -0.285  0.12